Record 1
{
  "formula": "C9H20F2NO9PSi2",
  "method": "wB97M-V/def2-TZVPD",
  "species": ["N", "C", "Si", "C", "C", "O", "O", "Si", "P", "O", "H", "H", "H", "H", "H", "H", "H", "H", "H", "H", "H", "H", "H", "H", "C", "C", "O", "C", "O", "O", "F", "H", "H", "H", "C", "C", "O", "C", "O", "O", "F", "H", "H", "H"],
  "coordinates": [[-0.729, -2.500, -0.574], [-0.121, -1.618, -1.677], [0.098, 0.227, -1.177], [1.829, 0.788, -1.889], [2.406, 2.142, -1.155], [3.758, 2.440, -1.720], [-1.219, 1.291, -1.760], [-2.716, 0.386, -1.584], [-4.555, 1.569, -1.772], [-4.569, 2.574, -2.999], [-0.225, -2.379, 0.332], [-0.788, -3.496, -0.878], [-0.662, -1.779, -2.726], [0.977, -2.058, -1.841], [0.253, 0.290, 0.293], [2.578, -0.113, -1.667], [1.816, 0.895, -3.065], [1.712, 3.046, -1.446], [2.516, 2.006, 0.010], [4.299, 1.591, -1.787], [-2.643, -0.262, -0.249], [-2.663, -0.689, -2.608], [-4.932, 2.281, -0.575], [-5.639, 0.608, -2.018], [0.725, 4.641, 1.184], [1.057, 5.936, 1.844], [1.918, 5.559, 2.895], [2.544, 4.432, 2.453], [3.552, 3.967, 2.959], [1.908, 3.891, 1.370], [-0.048, 6.501, 2.380], [-0.112, 4.124, 1.664], [0.501, 4.762, 0.121], [1.565, 6.655, 1.192], [-0.199, -6.637, 2.032], [-0.096, -5.172, 2.286], [-0.383, -4.598, 1.031], [-1.214, -5.486, 0.417], [-1.893, -5.223, -0.562], [-1.201, -6.705, 1.037], [1.165, -4.830, 2.633], [0.730, -7.066, 1.641], [-0.495, -7.195, 2.925], [-0.803, -4.795, 3.033]],
  "charge": 0,
  "total_energy_ev": -60052.9782,
  "homo_ev": -9.05,
  "orbital_gap_ev": 9.16,
  "max_force_ev_per_a": 5.87
}

=====

Record 2
{
  "formula": "C9H20N2OS",
  "method": "wB97M-V/def2-TZVPD",
  "species": ["C", "C", "C", "C", "C", "C", "C", "C", "C", "H", "H", "H", "H", "H", "H", "H", "H", "H", "H", "H", "H", "H", "H", "H", "H", "H", "H", "H", "H", "N", "N", "O", "S"],
  "coordinates": [[-0.275, 3.243, -1.193], [1.181, 3.275, -0.718], [1.809, 1.895, -0.577], [1.230, 1.017, 0.538], [1.399, -1.390, -0.145], [-0.990, -1.786, 0.374], [-0.705, -1.282, 1.859], [-1.189, -3.242, 0.411], [-2.231, -1.082, -0.179], [-0.376, 2.813, -2.193], [-0.697, 4.247, -1.347], [-0.918, 2.704, -0.474], [1.769, 3.949, -1.332], [1.161, 3.693, 0.310], [1.617, 1.457, -1.568], [2.898, 1.994, -0.431], [1.336, 1.450, 1.540], [0.150, 0.928, 0.426], [2.797, -0.490, 0.805], [0.035, -2.074, -1.361], [-0.573, -0.206, 1.941], [0.233, -1.735, 2.214], [-1.559, -1.716, 2.414], [-0.271, -3.719, 0.847], [-1.263, -3.613, -0.612], [-2.001, -3.714, 0.964], [-2.625, -1.579, -1.077], [-3.043, -1.230, 0.561], [-1.311, 0.238, -1.034], [1.806, -0.329, 0.571], [0.105, -1.408, -0.583], [-2.010, 0.298, -0.400], [2.511, -2.607, -0.549]],
  "charge": 0,
  "total_energy_ev": -25520.2490,
  "homo_ev": -8.17,
  "de_lowest_kj_mol": 75.4,
  "orbital_gap_ev": 8.93,
  "max_force_ev_per_a": 2.96
}

=====

Record 3
{
  "formula": "C9H20N3",
  "method": "wB97M-V/def2-TZVPD",
  "species": ["C", "C", "C", "C", "C", "C", "C", "C", "C", "N", "N", "N", "H", "H", "H", "H", "H", "H", "H", "H", "H", "H", "H", "H", "H", "H", "H", "H", "H", "H", "H", "H"],
  "coordinates": [[-0.477, 2.663, -2.068], [-1.199, -2.198, 1.155], [-2.058, -0.943, 1.229], [0.015, -1.920, 0.183], [0.197, 0.329, 1.553], [-1.366, 0.441, 1.629], [2.416, 0.860, -0.163], [2.051, -1.135, -1.514], [1.573, -0.256, -0.438], [-0.416, 1.406, -2.148], [0.602, -0.582, 0.403], [-1.860, 1.530, 0.771], [-0.172, 3.292, -2.923], [-1.005, 3.138, -1.219], [-0.853, -2.420, 2.117], [-1.745, -3.107, 0.729], [-2.562, -0.726, 0.267], [-2.789, -1.194, 2.056], [0.902, -2.640, 0.262], [-0.620, -1.838, -0.779], [0.476, 1.352, 1.530], [0.583, -0.217, 2.432], [-1.707, 0.719, 2.660], [2.332, 1.554, -1.076], [2.174, 1.285, 0.851], [3.533, 0.575, -0.169], [2.704, -0.531, -2.136], [1.316, -1.554, -2.123], [2.581, -1.969, -1.023], [0.052, 1.132, -2.955], [-2.815, 1.771, 1.087], [-1.859, 1.185, -0.182]],
  "charge": 1,
  "total_energy_ev": -14119.6882,
  "homo_ev": -12.69,
  "de_lowest_kj_mol": 119.1,
  "orbital_gap_ev": 9.27,
  "max_force_ev_per_a": 3.20
}

=====

Record 4
{
  "formula": "C9H20N3OSTm",
  "method": "wB97M-V/def2-TZVPD",
  "species": ["Tm", "C", "C", "N", "C", "C", "S", "C", "C", "N", "H", "H", "H", "H", "H", "H", "H", "H", "H", "H", "H", "H", "H", "H", "N", "C", "O", "C", "C", "H", "H", "H", "H", "H", "H"],
  "coordinates": [[8.364, 6.646, 4.503], [9.157, 8.724, 6.947], [10.288, 7.742, 7.031], [9.827, 6.448, 6.334], [10.974, 5.705, 5.750], [11.793, 6.608, 4.736], [10.745, 7.363, 3.379], [10.704, 9.120, 3.967], [9.413, 9.618, 4.498], [8.679, 8.772, 5.474], [9.493, 9.715, 7.304], [8.256, 8.485, 7.503], [10.479, 7.520, 8.063], [11.115, 8.186, 6.518], [9.462, 5.844, 7.081], [10.626, 4.796, 5.153], [11.681, 5.296, 6.470], [12.537, 5.976, 4.235], [12.290, 7.358, 5.379], [10.991, 9.631, 3.051], [11.555, 9.231, 4.690], [8.686, 9.727, 3.697], [9.551, 10.710, 4.784], [7.801, 9.248, 5.565], [4.196, 6.461, 4.165], [5.361, 6.219, 4.679], [6.257, 7.153, 4.622], [5.755, 4.924, 5.315], [7.307, 4.646, 5.184], [3.950, 7.341, 3.724], [3.478, 5.665, 4.201], [5.133, 4.089, 5.036], [5.587, 5.025, 6.408], [7.460, 4.121, 4.187], [7.627, 4.008, 5.994]],
  "charge": 2,
  "total_energy_ev": -56526.7223,
  "homo_ev": [-14.97, -14.93],
  "de_lowest_kj_mol": 16.2,
  "orbital_gap_ev": [8.36, 8.39],
  "spin_multiplicity": 3,
  "max_force_ev_per_a": 3.31
}

=====

Repeat the fourth record exactly.
{
  "formula": "C9H20N3OSTm",
  "method": "wB97M-V/def2-TZVPD",
  "species": ["Tm", "C", "C", "N", "C", "C", "S", "C", "C", "N", "H", "H", "H", "H", "H", "H", "H", "H", "H", "H", "H", "H", "H", "H", "N", "C", "O", "C", "C", "H", "H", "H", "H", "H", "H"],
  "coordinates": [[8.364, 6.646, 4.503], [9.157, 8.724, 6.947], [10.288, 7.742, 7.031], [9.827, 6.448, 6.334], [10.974, 5.705, 5.750], [11.793, 6.608, 4.736], [10.745, 7.363, 3.379], [10.704, 9.120, 3.967], [9.413, 9.618, 4.498], [8.679, 8.772, 5.474], [9.493, 9.715, 7.304], [8.256, 8.485, 7.503], [10.479, 7.520, 8.063], [11.115, 8.186, 6.518], [9.462, 5.844, 7.081], [10.626, 4.796, 5.153], [11.681, 5.296, 6.470], [12.537, 5.976, 4.235], [12.290, 7.358, 5.379], [10.991, 9.631, 3.051], [11.555, 9.231, 4.690], [8.686, 9.727, 3.697], [9.551, 10.710, 4.784], [7.801, 9.248, 5.565], [4.196, 6.461, 4.165], [5.361, 6.219, 4.679], [6.257, 7.153, 4.622], [5.755, 4.924, 5.315], [7.307, 4.646, 5.184], [3.950, 7.341, 3.724], [3.478, 5.665, 4.201], [5.133, 4.089, 5.036], [5.587, 5.025, 6.408], [7.460, 4.121, 4.187], [7.627, 4.008, 5.994]],
  "charge": 2,
  "total_energy_ev": -56526.7223,
  "homo_ev": [-14.97, -14.93],
  "de_lowest_kj_mol": 16.2,
  "orbital_gap_ev": [8.36, 8.39],
  "spin_multiplicity": 3,
  "max_force_ev_per_a": 3.31
}